Formula: C15H30O5S
Source: the Open Molecules 2025 dataset
Level of theory: ωB97M-V/def2-TZVPD

```
51
Properties=species:S:1:pos:R:3:forces:R:3
H 2.138 2.197 -3.337 -0.43 -0.29 2.21
H -1.964 0.356 -2.776 -1.04 -0.91 2.28
H 3.487 0.332 -2.090 -2.31 0.48 1.17
H 0.437 2.234 0.593 0.23 1.80 -1.18
C 2.428 0.599 -1.611 0.62 1.06 -0.52
O 0.912 -1.491 2.856 -0.94 1.89 -5.75
H 0.437 0.011 -2.549 1.40 -1.27 1.28
H -1.106 -1.843 -2.444 -0.64 0.66 2.60
C -1.610 -1.500 -1.418 -1.60 0.86 -0.52
C -0.569 -1.493 -0.152 1.29 -3.31 -3.74
H -3.940 -2.044 2.404 1.86 0.58 -1.67
H -2.501 -0.862 2.115 -0.99 -1.76 -1.23
C 1.336 -0.543 -2.045 1.10 0.36 -0.54
C -3.076 -1.761 1.631 -0.89 -0.51 0.46
O 1.820 -1.632 0.339 -2.30 2.76 0.67
H 3.260 2.658 3.058 0.22 2.17 -1.46
S 1.029 -0.652 1.539 4.02 0.60 6.79
H 3.929 3.158 1.368 -1.36 1.15 2.03
H -2.150 0.775 -0.941 -0.25 -1.79 -1.32
H 0.318 3.618 -2.310 0.57 -2.05 1.34
H 2.593 0.725 -0.460 -0.48 -0.51 -2.12
C -3.235 -4.269 0.816 -0.51 0.54 0.55
H -2.850 -4.771 -0.170 -0.70 0.76 2.03
H 1.077 3.274 2.399 1.37 1.39 -1.52
H 1.504 5.096 2.171 0.81 -1.96 -0.77
H 2.911 2.829 -1.738 -2.06 -1.38 -0.90
C 0.593 2.672 -1.639 0.31 1.59 -0.37
H 1.214 -2.657 -1.359 -1.26 1.90 1.34
H -0.292 1.912 -1.767 1.84 1.34 0.27
H -3.467 -5.050 1.685 0.62 1.49 -2.18
C 2.047 2.129 -2.169 0.59 -0.29 0.76
O -0.394 -0.287 0.670 1.66 -2.07 0.71
C 0.567 3.186 -0.083 -0.89 -1.00 0.35
H 1.851 -1.179 -2.914 -1.25 1.35 1.92
H -0.408 3.857 0.073 2.06 -1.27 -0.36
H -1.883 -3.505 2.487 -0.52 1.01 -2.42
H 0.062 -3.353 1.205 -1.72 1.23 -1.47
C -0.826 -2.953 0.531 -0.03 -1.09 0.60
H -3.514 -0.255 -1.756 2.52 0.57 -0.14
H -3.642 -1.485 0.629 1.35 -0.25 2.05
C -2.195 -3.117 1.402 -0.56 -0.31 1.11
C 1.819 4.012 1.845 0.48 -0.50 0.74
H -2.489 -2.290 -1.245 2.15 1.73 -0.04
O 1.851 0.589 2.057 -3.41 -3.70 -3.96
H -0.900 -3.735 -0.367 0.30 1.98 1.74
C 3.340 3.582 2.315 -0.02 -0.65 -0.16
C 0.936 -1.615 -0.874 0.10 -0.92 -0.38
C -2.344 -0.068 -1.728 -0.33 0.27 -0.51
H 3.946 4.462 2.805 -1.25 -1.79 -0.99
O 1.781 3.885 0.367 -1.84 -0.81 0.90
H -4.268 -3.738 0.584 2.10 -1.15 0.32
```
Positions in Å, forces in eV/Å.

Computed properties:
HOMO level, eV: -9.41
Gap between HOMO and LUMO, eV: 9.4
SMILES: CCOCCCCC[C@H]1OS(=O)(=O)O[C@]1(CC)CC(C)C
ΔE to the lowest compared entry with this formula, charge and spin, eV: 0.525


Formula: C15H31BF4P2Sr
Source: the Open Molecules 2025 dataset
Level of theory: ωB97M-V/def2-TZVPD

```
54
Properties=species:S:1:pos:R:3:forces:R:3
C -2.671 0.713 -2.687 0.04 0.29 -0.94
H 1.229 3.796 -0.527 0.35 -0.29 0.22
H 1.448 -0.678 -3.646 -0.02 0.06 0.13
H 3.071 -1.759 1.002 -0.13 -0.57 0.12
H 0.550 -1.346 3.707 0.01 -0.26 -0.03
F -1.848 0.443 4.907 0.24 -0.31 -0.55
H 1.061 -3.063 3.443 -0.21 0.51 -0.15
H -0.027 -3.610 -0.301 -0.17 0.33 0.14
H -0.469 -4.075 1.356 0.17 0.47 -0.18
C -0.343 3.203 1.284 -0.78 -0.67 -0.26
C 2.408 -2.636 1.099 0.30 -0.43 0.20
H 2.723 0.757 0.909 -0.47 -0.07 0.48
C 0.385 -2.252 3.111 -0.02 0.31 0.80
C 2.003 3.556 0.220 0.47 0.21 -0.15
H -1.859 -1.905 -1.366 -0.11 -1.45 -0.94
F -0.217 0.913 3.327 -0.99 -0.60 0.13
F -2.404 1.664 3.034 0.23 0.04 0.16
C -1.236 -1.321 -2.048 -1.97 0.98 -0.64
H 1.545 0.413 2.277 0.85 0.15 -0.17
C -0.510 1.320 -1.570 1.19 0.09 0.84
B -1.594 0.642 3.567 -0.58 0.74 0.03
H 2.798 2.957 -0.222 0.21 0.30 -0.22
C 1.048 -0.498 -2.633 -0.01 1.11 -1.13
H -0.644 -2.609 3.286 0.40 0.48 -0.31
H -2.436 2.185 -1.066 0.25 0.21 -0.07
H 0.177 0.000 -0.274 -0.20 -0.23 0.35
C 0.402 0.957 -2.671 1.54 -0.68 -0.74
H -1.484 -2.934 0.477 1.09 0.03 0.28
H -0.508 4.285 1.093 0.54 -0.51 0.58
Sr -2.084 -0.323 0.088 0.08 1.15 1.00
H 1.973 -0.504 -2.009 -0.25 0.14 -0.15
H -3.729 0.491 -2.406 0.45 0.19 0.16
P 0.748 -1.994 1.358 -0.38 0.09 -0.93
H 1.695 -0.699 -0.299 -0.42 -0.36 0.02
H -2.670 -1.252 -3.679 -0.07 0.23 0.38
H 0.086 1.731 -0.757 -0.56 0.40 -0.31
H 0.460 -2.576 -2.261 0.34 0.10 0.23
H -2.751 1.399 -3.549 -0.35 -0.35 -0.11
C -1.876 1.437 -1.636 -2.04 0.73 0.46
C 1.659 0.709 1.225 0.21 1.43 1.86
H 2.392 -3.207 0.159 0.24 0.19 0.27
H 2.709 -3.271 1.952 0.04 0.22 -0.59
C -1.954 -0.588 -3.151 -1.27 0.07 -0.40
C -0.414 -3.221 0.650 -0.38 -0.71 -0.37
H 2.408 4.497 0.612 0.13 -0.08 -0.35
H -0.060 1.116 -3.656 0.13 -0.05 0.31
F -2.029 -0.507 2.751 0.68 -0.40 -0.12
C 0.090 -1.542 -2.234 2.48 -2.38 0.76
H -1.146 2.793 1.914 0.52 0.44 -0.03
C 0.956 -0.372 0.438 -0.22 -0.52 -0.02
H 1.254 1.666 -2.627 -0.25 -0.23 -0.16
H -1.262 -0.354 -3.970 -0.01 -0.09 0.51
P 1.398 2.688 1.711 -0.90 -0.77 -0.74
H -0.451 2.764 0.286 -0.44 0.33 0.34
```
Positions in Å, forces in eV/Å.

Computed properties:
HOMO level (alpha / beta), eV: -4.43 / -4.13
Gap between HOMO and LUMO (alpha / beta), eV: 3.9 / 3.7
ΔE to the lowest compared entry with this formula, charge and spin, eV: 1.945


Formula: C15H31BrIrP2
Source: the Open Molecules 2025 dataset
Level of theory: ωB97M-V/def2-TZVPD

```
50
Properties=species:S:1:pos:R:3:forces:R:3
C -1.060 -1.622 -2.533 0.44 0.94 0.22
H 0.344 2.303 2.635 0.18 0.68 0.24
C -2.375 0.711 -1.468 -1.19 0.79 -0.29
H -2.242 -3.188 -3.458 -0.24 0.09 0.71
C 1.174 3.979 0.551 3.09 2.32 0.63
H 1.005 -3.548 -1.595 -0.64 0.18 0.47
H -0.515 2.875 -0.162 0.20 0.41 0.11
H 4.682 2.485 0.484 -0.29 0.24 0.55
H -3.769 -3.819 -1.151 0.24 -0.09 0.70
H 1.796 0.581 2.433 -0.25 -0.14 -0.35
C -2.968 -3.957 -0.410 -0.28 -2.35 0.69
P -1.424 -3.507 -0.971 -0.14 -1.81 -6.61
Br -2.936 -0.168 1.840 -1.04 1.02 0.47
H -2.517 0.619 -2.546 -0.11 0.07 0.01
H 2.103 5.519 1.720 -0.39 -0.64 0.02
C 0.327 1.914 1.624 -0.41 0.37 -0.24
C 0.259 2.992 0.600 -1.56 -2.23 0.33
H 0.454 -4.759 -0.402 0.23 -0.01 -0.12
H 3.873 3.797 2.715 -0.34 0.22 -0.30
C 0.191 -4.240 -1.329 0.31 -1.50 -0.06
H 0.188 -4.980 -2.132 -0.30 -0.13 0.02
H 3.469 0.632 0.561 -0.31 0.62 -0.05
H -0.601 1.317 1.608 0.58 0.00 -0.29
H 0.057 0.490 -2.973 -0.38 -0.12 0.70
H 4.076 4.643 1.192 -0.29 -0.01 0.21
C -0.904 -2.355 2.262 0.90 -0.16 1.37
H -0.890 -1.064 -3.446 -0.44 0.30 -0.01
C 1.590 1.028 1.444 -0.05 -0.50 0.39
C -2.187 -2.599 -2.522 1.74 -0.78 0.75
C 0.190 0.470 -1.875 0.97 0.35 0.23
H -0.331 -1.440 2.486 -0.38 -0.29 -0.12
P -1.189 -0.511 -0.934 3.40 3.77 -6.61
H 1.154 -0.004 -1.728 0.30 -0.06 0.18
C 3.453 3.891 1.698 0.95 0.49 -0.47
H 1.219 0.212 0.776 0.73 0.49 0.36
C 1.990 4.412 1.755 -0.27 0.61 0.37
H 1.475 4.519 -0.372 -0.65 -0.53 0.40
Ir -1.872 -2.024 0.423 -1.84 -0.26 6.98
H -0.093 -2.145 -2.354 -0.47 0.53 -0.41
H -3.145 -2.141 -2.176 0.62 -0.56 -0.66
H 1.567 4.165 2.750 -0.17 -0.04 -0.85
C 3.716 2.607 0.993 -0.30 -0.25 -0.07
H -3.337 0.685 -0.973 -0.24 -0.09 0.00
H -0.191 -3.179 2.086 -0.44 0.11 0.00
H -1.932 1.692 -1.292 -0.20 0.03 0.04
C 2.950 1.525 0.964 -0.33 -1.88 -0.82
H -1.558 -2.601 3.116 0.74 0.05 -0.29
H -2.635 -2.812 1.615 -0.78 -0.72 0.22
H -2.923 -4.926 0.092 -0.87 0.54 0.81
H 0.292 1.526 -1.619 -0.03 -0.08 0.47
```
Positions in Å, forces in eV/Å.

Computed properties:
HOMO level (alpha / beta), eV: -11.02 / -15.14
Gap between HOMO and LUMO (alpha / beta), eV: 4.6 / 5.0
Total charge: +2
<S²>: 8.767
ΔE to the lowest compared entry with this formula, charge and spin, eV: 6.092
2S+1: 6


Formula: C15H31Cl14NO2
Source: the Open Molecules 2025 dataset
Level of theory: ωB97M-V/def2-TZVPD

```
63
Properties=species:S:1:pos:R:3:forces:R:3
H 3.775 -1.693 -1.925 -0.15 0.02 0.44
C -0.061 -0.263 -0.507 -0.31 0.80 0.22
H -1.052 -0.539 -0.857 -0.12 -0.15 0.36
H 2.106 -3.137 -3.052 -0.12 -0.24 0.14
C -1.981 -2.092 -4.050 0.60 0.89 -0.01
H 3.649 -3.089 4.874 -0.02 -0.39 0.06
Cl -4.163 -1.945 -1.087 -0.22 -0.33 0.34
Cl 3.091 -3.387 -0.448 -0.13 -0.40 0.54
Cl -2.256 1.803 2.081 -0.06 -0.26 -0.01
C 3.184 -3.164 3.897 -0.72 0.43 -0.45
N 2.100 1.915 3.505 0.25 -0.78 1.29
H 0.138 3.438 1.708 0.51 -0.35 0.83
Cl -0.642 -3.300 -4.011 -0.70 0.13 -0.06
C -0.327 4.197 -1.935 0.50 -0.77 1.11
H -4.314 -1.504 1.334 -0.06 -0.65 -0.37
H 0.480 4.644 -1.351 0.15 0.34 -0.53
C 3.855 -2.782 -1.885 0.44 0.82 -1.72
H 1.749 2.482 5.509 -0.06 0.07 -0.18
H 3.776 -1.172 3.361 0.12 -0.03 0.14
C -0.593 3.900 2.363 -0.69 0.29 -1.70
H 3.423 2.172 5.074 0.07 -0.23 0.12
Cl -0.349 5.653 2.071 -0.03 -0.02 0.31
C -4.340 -0.960 0.393 0.24 0.87 -0.09
H -0.001 5.048 -3.845 -0.51 -0.15 -0.25
H -5.533 0.625 1.171 -0.18 0.00 0.03
O 2.274 2.970 2.977 0.11 1.09 -0.62
C -3.284 -2.517 -4.686 0.00 -0.61 -0.36
Cl -7.025 -1.103 0.548 -0.54 -0.22 0.20
C -5.598 -0.097 0.359 0.93 -0.11 -0.29
O 1.735 0.897 2.966 -0.37 -0.50 -0.63
H -1.594 -1.222 -4.582 0.10 -0.25 -0.38
H 4.925 -2.982 -1.905 -0.06 -0.38 0.23
H 1.320 -0.770 1.109 0.06 0.01 -0.25
H -3.819 -3.332 -4.206 0.29 -0.04 0.31
H -0.432 3.218 -1.461 -0.32 -0.04 -0.24
C 0.260 -0.807 0.874 0.18 -0.78 -0.76
Cl -1.278 3.032 -4.177 0.21 0.14 -0.11
H 2.231 0.789 5.280 0.23 -0.07 -0.06
Cl 5.579 -2.617 2.809 -0.38 0.38 -0.36
C 3.181 -3.228 -3.183 -0.71 0.18 0.74
H -0.580 3.676 3.421 0.43 -0.05 0.01
H -3.432 -0.359 0.370 -0.23 0.36 0.15
H -0.248 -0.283 1.677 -0.36 -0.01 -0.19
Cl 3.499 -4.930 -3.615 0.13 0.37 -0.11
H -3.981 -1.686 -4.767 0.21 0.21 0.13
H 3.379 -2.510 -3.979 0.65 -0.47 -0.24
Cl -0.219 -2.540 0.854 0.01 0.06 0.47
C 2.406 1.809 4.963 -0.12 0.43 0.14
C 3.839 -2.176 2.946 -0.03 -0.56 0.43
Cl 1.014 -0.810 -1.822 0.10 0.19 0.26
Cl -3.018 -3.097 -6.375 -0.02 0.19 0.18
H -2.746 4.120 2.178 0.09 -0.30 0.45
H -0.047 0.829 -0.469 0.28 -0.01 -0.13
H -5.703 0.416 -0.594 0.12 0.10 0.04
H -2.055 3.724 0.701 0.64 -0.31 -0.10
C -1.933 3.518 1.762 -0.96 0.96 0.21
Cl 3.155 -4.846 3.294 0.37 0.13 0.09
H 3.310 -2.161 1.995 0.51 -0.24 -0.25
H 2.118 -2.935 3.944 0.11 0.30 0.31
C -0.043 4.051 -3.402 0.27 0.90 0.00
H 0.954 3.659 -3.596 -0.14 -0.51 0.25
H -2.076 -1.691 -3.042 -0.44 -0.54 0.19
Cl -1.782 5.138 -1.549 -0.16 0.08 -0.25
```
Positions in Å, forces in eV/Å.

Computed properties:
HOMO level, eV: -10.38
Gap between HOMO and LUMO, eV: 9.9
SMILES: C[N+](=O)[O-].ClCCCl.ClCCCl.ClCCCl.ClCCCl.ClCCCl.ClCCCl.ClCCCl
ΔE to the lowest compared entry with this formula, charge and spin, eV: 0.000


Formula: C15H31ClFNO3
Source: the Open Molecules 2025 dataset
Level of theory: ωB97M-V/def2-TZVPD

```
52
Properties=species:S:1:pos:R:3:forces:R:3
C 0.928 -6.124 -2.183 0.11 0.05 0.02
N 1.454 2.000 -0.300 0.55 -0.48 0.17
C -1.052 3.393 2.366 0.11 -0.11 0.18
H -3.853 4.527 5.132 -0.01 -0.05 -0.03
H 0.442 -6.795 -1.468 0.00 -0.01 -0.02
H -0.579 5.287 3.256 -0.01 -0.01 0.02
H 0.667 -4.130 -4.209 -0.02 -0.02 0.02
H -2.933 6.775 4.549 0.03 0.00 -0.03
H 1.932 -5.942 -1.788 -0.02 0.01 0.01
C -0.729 4.255 3.586 -0.02 0.09 -0.03
H -1.964 1.693 3.383 0.03 -0.03 0.00
C -3.187 4.639 4.272 0.04 0.11 0.08
H 2.303 2.221 -2.178 0.26 -0.06 0.11
H -0.824 -7.925 -3.429 -0.03 0.03 0.00
H -0.263 3.537 1.624 -0.07 0.13 -0.01
H -3.567 3.963 3.501 0.02 -0.02 0.02
C 2.435 2.641 -1.179 -0.49 0.54 0.05
H -1.444 4.880 5.507 -0.03 0.00 0.00
H -4.299 6.334 3.522 0.03 0.05 0.00
H -1.823 3.218 5.128 0.01 0.01 0.00
H -0.143 -7.800 -5.053 -0.06 -0.01 0.01
H 1.668 -7.731 -3.389 0.03 0.05 -0.01
H 0.028 -2.888 -3.155 -0.01 -0.02 -0.05
C 1.051 -6.839 -3.528 -0.09 -0.10 0.06
C -0.291 -7.263 -4.115 0.10 0.03 -0.10
H 2.431 -2.520 -3.537 0.05 0.01 0.06
H -1.978 3.729 1.894 0.04 0.02 -0.03
C 0.693 -3.756 -3.182 0.02 0.07 0.13
Cl 0.402 -0.461 -0.911 -0.49 -0.06 -0.39
H 0.230 3.933 4.006 -0.01 -0.01 -0.01
F 4.254 2.992 0.363 -0.33 0.64 0.57
O -0.497 3.077 -0.823 -1.88 2.74 -0.26
C 0.148 -4.808 -2.217 -0.08 -0.06 -0.05
O -0.453 0.960 -1.315 1.18 -0.12 0.70
H 2.271 3.726 -1.260 0.20 -0.09 0.16
H 2.825 -4.114 -2.904 0.01 0.02 0.05
C -1.779 4.223 4.698 0.01 -0.11 0.00
H -1.347 1.331 1.775 -0.02 -0.05 0.05
H 1.583 -6.209 -4.247 0.01 0.01 0.03
C 3.832 2.300 -0.705 -2.72 2.30 0.96
H -0.897 -5.011 -2.470 0.01 0.00 0.02
H -0.929 -6.403 -4.326 -0.02 -0.03 0.02
H -2.662 6.235 2.885 0.01 0.02 0.02
C -3.270 6.079 3.778 -0.10 -0.08 -0.06
C 2.106 -3.295 -2.841 -0.05 0.01 -0.17
H 2.147 -2.879 -1.831 0.05 -0.04 0.01
C 0.140 2.112 -0.787 0.96 -2.35 -0.02
H 0.135 -4.389 -1.205 0.00 0.02 -0.02
C -1.152 1.903 2.685 -0.03 0.07 -0.16
H 1.534 2.282 0.670 -0.21 0.23 -0.12
H -0.220 1.534 3.122 -0.04 -0.01 0.05
O 4.498 1.501 -1.163 2.93 -3.34 -1.99
```
Positions in Å, forces in eV/Å.

Computed properties:
HOMO level, eV: -10.32
Gap between HOMO and LUMO, eV: 10.0
SMILES: O=C(F)CNC(=O)OCl.CCCCCC.CCCCCC


What max |F| values result from the calculations? In sequence: 0.154, 0.068, 0.162, 0.038, 0.095 hartree/bohr.